{
  "formula": "C4H6ClOP",
  "method": "the ωB97M-V functional and the def2-TZVPD basis",
  "gap_ha": 0.3302,
  "homo_energy_ha": -0.33831,
  "largest_force_ev_per_a": 4.28,
  "e_above_lowest_kj_mol": 225.3,
  "energy_ev": -28102.2006,
  "lumo_ev": -0.2,
  "molar_mass_g_mol": 136.52,
  "symbols": ["C", "H", "P", "C", "H", "H", "C", "H", "O", "Cl", "H", "C", "H"],
  "positions_angstrom": [[0.608, -0.119, 0.355], [-1.011, -1.628, 0.125], [0.422, -0.959, 3.095], [0.344, 0.138, 1.839], [-1.192, 0.976, -0.154], [0.404, 1.143, 2.008], [-0.381, 0.545, -0.528], [0.120, -1.493, -1.246], [0.323, -0.754, 4.519], [0.000, -2.831, 2.612], [1.530, -0.129, -0.108], [-0.367, -0.969, -0.462], [-0.143, 1.159, -1.428]]
}